[1]
{
  "formula": "C23H34AsI2N3Pd",
  "method": "wB97M-V/def2-TZVPD",
  "elements": ["Pd", "I", "C", "I", "H", "H", "C", "C", "N", "C", "C", "N", "H", "H", "H", "H", "H", "H", "C", "As", "C", "C", "C", "C", "C", "C", "C", "C", "H", "H", "H", "H", "H", "H", "H", "H", "H", "H", "H", "H", "H", "C", "N", "C", "C", "C", "C", "C", "C", "C", "C", "H", "H", "H", "H", "H", "H", "H", "H", "H", "H", "H", "H", "H"],
  "coordinates": [[7.19018, -14.20886, -7.72554], [7.84147, -12.77070, -10.13034], [9.89636, -12.90895, -9.27532], [10.33751, -14.33874, -7.64141], [10.10493, -11.90278, -8.93662], [10.53164, -13.24339, -10.10357], [7.79517, -15.93859, -4.79053], [6.42742, -15.96519, -5.30447], [5.86184, -15.15514, -6.22141], [4.53580, -15.55073, -6.36402], [4.25700, -16.59054, -5.52572], [5.47483, -16.85416, -4.86759], [8.23911, -16.90467, -5.04732], [7.69128, -15.84091, -3.70053], [8.35090, -15.08568, -5.21307], [3.87821, -14.99802, -7.00308], [3.35435, -17.19184, -5.39182], [5.56686, -17.50435, -4.11422], [7.37328, -18.04784, -8.09144], [7.52213, -16.33723, -9.09434], [5.96744, -16.37601, -10.31160], [8.98786, -16.78368, -10.37477], [8.60563, -17.74251, -11.43278], [8.75339, -19.16480, -11.22767], [8.59028, -20.05689, -12.27231], [8.30623, -19.58279, -13.55581], [8.08922, -18.22153, -13.74479], [8.16041, -17.31669, -12.69775], [7.69175, -18.91282, -8.67443], [6.31635, -18.15745, -7.86413], [7.94821, -17.95511, -7.16822], [5.69629, -17.34150, -10.68741], [6.13461, -15.66617, -11.13831], [5.07870, -16.03938, -9.75248], [9.77171, -17.19704, -9.75057], [9.34710, -15.84482, -10.81026], [9.04860, -19.51032, -10.22509], [8.65201, -21.11311, -12.07553], [8.17192, -20.30442, -14.36940], [7.84058, -17.82532, -14.72524], [7.91982, -16.25314, -12.88004], [8.52126, -9.71968, -4.62389], [8.68033, -11.15898, -4.98439], [7.87548, -12.06112, -4.08970], [8.53411, -11.46443, -6.47141], [7.10043, -11.32118, -7.00904], [6.49522, -10.07475, -7.06624], [5.12696, -9.92266, -7.33739], [4.37273, -10.99396, -7.69455], [4.98773, -12.24827, -7.80516], [6.30486, -12.40200, -7.39679], [8.92801, -9.53598, -3.64627], [7.45812, -9.45633, -4.59590], [9.04584, -9.08819, -5.34628], [9.66478, -11.36093, -4.74570], [6.83888, -12.09107, -4.40002], [7.98227, -11.68587, -3.06344], [8.30631, -13.04705, -4.07245], [8.87492, -12.51436, -6.57032], [9.26678, -10.79388, -6.98706], [7.06462, -9.17722, -6.87509], [4.66314, -8.96778, -7.19401], [3.31533, -10.90541, -7.85334], [4.46337, -13.15664, -8.11611]],
  "atomic_forces_ev_per_a": [[0.75, -1.26, 0.85], [1.54, -0.15, -0.11], [-0.55, -0.66, -0.48], [-0.06, 0.42, -0.97], [0.22, -0.11, 0.08], [-0.19, 0.30, 0.38], [0.02, 0.02, 0.34], [-2.93, 0.11, -0.98], [0.57, -1.36, 0.97], [0.43, -0.13, 0.56], [1.00, 0.04, -0.06], [-0.47, 1.03, -0.93], [0.48, 0.28, 0.25], [0.58, -0.07, -0.18], [-0.14, -0.53, 0.17], [-0.19, -0.08, -0.19], [0.53, 0.37, 0.12], [0.19, -0.30, 0.25], [-0.21, 0.80, 0.03], [-0.99, -0.95, -1.22], [-0.36, 1.01, 0.66], [0.05, 0.78, 0.44], [-0.45, -1.93, -0.73], [0.20, 1.72, 0.29], [-0.25, 0.42, -0.05], [-0.31, -0.21, 0.18], [-0.29, -0.02, -0.40], [0.49, 0.32, 0.66], [0.08, 0.31, -0.07], [-0.08, -0.05, 0.20], [-0.04, -0.16, -0.12], [0.37, -0.67, -0.31], [0.02, -0.36, 0.33], [0.39, 0.10, -0.05], [0.22, 0.02, 0.13], [-0.08, -0.12, 0.14], [-0.07, 0.04, -0.60], [0.17, -0.20, -0.07], [0.18, 0.46, 0.24], [-0.04, -0.25, 0.06], [0.36, -0.63, 0.10], [-0.75, 0.51, -0.36], [0.60, -0.16, 0.36], [0.24, 0.56, 0.59], [-0.27, -0.04, -0.66], [0.23, 0.38, 0.48], [-0.46, 0.53, 0.19], [1.12, 0.50, 0.42], [-0.28, -1.53, -0.16], [0.26, -0.04, 0.54], [-0.39, 0.14, -0.56], [0.26, -0.16, 0.43], [0.28, -0.16, -0.16], [-0.11, -0.24, 0.05], [-0.41, -0.04, -0.35], [-0.09, 0.13, -0.12], [-0.25, 0.08, -0.33], [0.15, -0.39, -0.41], [-0.26, 0.78, 0.06], [-0.63, -0.45, 0.43], [0.10, 0.11, 0.14], [-0.03, 0.45, -0.22], [-0.31, 0.13, -0.19], [-0.12, 0.57, -0.06]],
  "lowdin_spin": [0.9516, 0.1391, 0.0278, 0.0707, 0.0013, 0.0005, -0.0007, 0.0096, 0.0934, 0.0040, 0.0061, 0.0032, 0.0001, -0.0001, 0.0005, -0.0001, 0.0008, 0.0006, 0.0366, 0.1454, 0.0052, 0.0312, 0.0067, 0.0106, -0.0006, 0.0128, -0.0007, 0.0096, 0.0051, 0.0001, 0.0003, 0.0011, 0.0000, -0.0002, 0.0004, 0.0000, 0.0008, -0.0003, 0.0006, -0.0003, 0.0005, 0.0003, 0.0009, 0.0004, 0.0143, 0.0604, 0.0177, 0.0000, 0.0079, 0.0305, 0.2765, 0.0001, 0.0001, 0.0000, 0.0000, 0.0000, 0.0000, 0.0002, 0.0081, -0.0001, 0.0041, 0.0000, 0.0010, 0.0044],
  "multiplicity": 3,
  "e_above_lowest_kcal_mol": 0.65,
  "e_tot_ha": -4019.48716,
  "s_squared": 2.013,
  "charge": 2
}

[2]
{
  "formula": "C23H34AuN6OS",
  "method": "wB97M-V/def2-TZVPD",
  "elements": ["Au", "C", "N", "C", "C", "C", "C", "C", "C", "C", "C", "H", "H", "H", "H", "H", "H", "H", "H", "H", "H", "H", "H", "H", "C", "C", "C", "N", "N", "C", "N", "S", "H", "H", "H", "H", "H", "H", "H", "C", "C", "N", "C", "C", "C", "O", "C", "C", "C", "C", "N", "C", "H", "H", "H", "H", "H", "H", "H", "H", "H", "H", "H", "H", "H", "H"],
  "coordinates": [[-0.68601, -1.39521, -0.06661], [0.79548, -5.05934, 0.31983], [0.61832, -4.00177, -0.67778], [1.83583, -3.72640, -1.42867], [-0.55158, -4.22689, -1.54871], [-1.82225, -4.07240, -0.74871], [-2.77188, -5.08545, -0.74333], [-3.90939, -4.99015, 0.04631], [-4.08176, -3.88520, 0.86409], [-3.13533, -2.86535, 0.86166], [-2.01546, -2.93146, 0.03455], [1.51566, -4.73937, 1.07232], [1.15649, -5.98367, -0.14283], [-0.15305, -5.26151, 0.81373], [0.19338, -2.75882, -0.21172], [2.18318, -4.60592, -1.97897], [2.62512, -3.41078, -0.74517], [1.64697, -2.92288, -2.14172], [-0.50601, -5.21744, -2.01165], [-0.52090, -3.49039, -2.35484], [-2.60938, -5.96915, -1.35138], [-4.64260, -5.78550, 0.03994], [-4.94911, -3.81289, 1.50772], [-3.27524, -2.01963, 1.52456], [5.45092, -0.81588, -0.26205], [4.56253, 0.21524, 0.43759], [3.19031, 0.27095, -0.15393], [2.16074, -0.31457, 0.34082], [1.02710, -0.12027, -0.43056], [1.24179, 0.59165, -1.51026], [0.28801, 0.87162, -2.41866], [2.87030, 1.11184, -1.64928], [6.42395, -0.86550, 0.22357], [5.61253, -0.56031, -1.31019], [4.99885, -1.80711, -0.21845], [5.01694, 1.20595, 0.38363], [4.43930, -0.02939, 1.49215], [-0.66579, 0.61956, -2.21352], [0.44412, 1.56904, -3.12478], [1.23124, 5.81220, -0.23296], [0.17468, 5.86473, 0.85899], [-0.53288, 4.59144, 1.03542], [-0.24740, 3.81979, 2.24240], [1.13589, 3.18365, 2.24239], [-1.46679, 4.28120, 0.10841], [-1.75831, 5.02001, -0.81847], [-2.16789, 2.95054, 0.19163], [-3.55285, 2.87652, 0.15062], [-4.15222, 1.63170, 0.08310], [-3.35254, 0.50218, 0.01238], [-2.01592, 0.56859, 0.03118], [-1.44932, 1.77534, 0.13393], [1.75507, 6.76660, -0.29298], [0.76903, 5.61735, -1.19965], [1.96896, 5.03382, -0.02703], [-0.56254, 6.63468, 0.63461], [0.62863, 6.10583, 1.82061], [-1.01804, 3.06317, 2.37019], [-0.33904, 4.49686, 3.09456], [1.28348, 2.55366, 1.36181], [1.26794, 2.56508, 3.13071], [1.92173, 3.94058, 2.24266], [-4.14146, 3.78498, 0.15993], [-5.22802, 1.52807, 0.06226], [-3.78514, -0.48493, -0.08750], [-0.36838, 1.79107, 0.17211]],
  "atomic_forces_ev_per_a": [[-0.29, 0.74, -0.02], [-0.02, 0.05, 0.19], [-0.12, 0.35, -0.24], [0.26, -0.05, -0.12], [-0.10, -0.26, -0.11], [-0.17, 0.01, 0.18], [0.06, -0.08, -0.02], [0.00, 0.02, 0.02], [0.01, 0.02, 0.00], [-0.01, -0.10, -0.08], [0.04, 0.21, 0.14], [0.01, 0.04, -0.05], [-0.03, 0.07, -0.07], [0.00, 0.06, -0.02], [0.55, -1.33, 0.00], [-0.05, 0.00, 0.00], [-0.05, -0.02, 0.03], [-0.01, 0.01, 0.04], [0.05, -0.01, 0.04], [0.10, 0.05, 0.05], [-0.03, 0.01, 0.00], [0.01, 0.00, 0.00], [0.00, -0.02, 0.01], [-0.01, 0.00, -0.02], [-0.01, 0.00, 0.00], [-0.06, -0.01, 0.00], [0.07, -0.07, 0.12], [-0.17, 0.16, -0.22], [0.21, -0.22, 0.19], [-0.25, 0.00, -0.01], [0.09, -0.03, -0.06], [0.15, 0.14, -0.09], [0.00, 0.01, 0.00], [-0.01, 0.00, 0.01], [0.00, 0.01, 0.01], [0.01, 0.00, 0.01], [0.01, -0.03, 0.00], [-0.01, -0.01, 0.03], [0.00, 0.00, 0.00], [0.03, -0.01, -0.02], [0.00, -0.05, 0.08], [0.11, -0.04, -0.03], [-0.05, 0.06, -0.04], [0.05, 0.01, -0.03], [-0.13, 0.02, 0.08], [0.00, 0.04, -0.01], [0.08, 0.10, -0.03], [-0.05, 0.04, 0.00], [-0.04, -0.05, 0.00], [0.11, 0.11, -0.11], [-0.30, 0.27, 0.05], [-0.04, -0.22, 0.15], [-0.01, 0.00, -0.01], [0.00, -0.01, 0.01], [-0.01, 0.01, 0.00], [0.00, 0.01, -0.03], [0.00, 0.02, 0.00], [-0.01, -0.02, -0.03], [0.00, -0.01, 0.03], [-0.01, -0.02, 0.03], [-0.01, 0.01, 0.00], [-0.03, 0.01, -0.01], [0.01, -0.01, -0.01], [0.01, 0.01, -0.01], [0.02, -0.01, 0.02], [0.00, 0.01, 0.00]],
  "lowdin_charge": [1.0086, -0.0309, -0.3326, -0.0683, -0.1603, -0.2791, -0.0443, -0.0732, -0.0811, -0.1430, -0.2708, 0.0985, 0.1022, 0.0959, 0.0334, 0.1013, 0.0859, 0.0856, 0.1323, 0.1197, 0.1143, 0.1080, 0.1067, 0.0851, -0.0867, -0.2366, -0.6066, 0.0382, -0.1718, -0.7280, 0.1273, 1.1379, 0.0810, 0.0743, 0.0719, 0.1119, 0.1185, 0.0853, 0.1120, -0.0665, -0.1894, -0.0517, -0.1972, -0.0643, -0.4267, 0.0822, -0.1091, 0.0286, -0.0189, -0.1166, -0.0294, -0.1076, 0.0808, 0.0715, 0.0635, 0.1249, 0.1198, 0.1139, 0.1255, 0.0499, 0.0836, 0.0752, 0.1358, 0.1172, 0.0954, 0.0872],
  "e_above_lowest_kcal_mol": 2.77,
  "e_tot_ha": -1834.26150,
  "charge": 1
}